# 1
A molecular structure, C22H31BCoN6STe, computed with ωB97M-V/def2-TZVPD.

Geometry (Å):
1 Co 8.7289 9.8693 8.3154
2 C 7.0437 12.1603 11.1173
3 C 8.3128 11.6066 11.7611
4 C 9.6454 12.2038 11.3189
5 C 8.3722 10.1072 11.5484
6 C 8.3109 9.0365 12.4840
7 C 8.4231 7.8928 11.7480
8 N 8.4730 8.2637 10.4438
9 N 8.4908 9.6129 10.3190
10 B 8.4795 7.2349 9.2901
11 N 9.7992 7.3059 8.4669
12 C 10.8179 6.4547 8.2720
13 C 11.8175 7.0827 7.5832
14 C 11.3950 8.4045 7.3962
15 N 10.1706 8.5211 7.9239
16 C 12.1295 9.5420 6.7956
17 C 11.3825 10.1395 5.5853
18 C 12.4182 10.6145 7.8621
19 N 7.3228 7.5437 8.3292
20 C 6.3837 6.7605 7.8786
21 C 5.5418 7.4840 7.0259
22 C 6.0969 8.7749 6.9804
23 N 7.1902 8.7808 7.7503
24 C 5.7307 9.9515 6.1086
25 C 5.4711 11.3052 6.7583
26 C 6.8171 10.0600 5.0178
27 H 6.9519 13.2147 11.0170
28 H 6.1371 11.7126 11.5758
29 H 7.0686 11.7915 10.0645
30 H 8.3074 11.6977 12.8444
31 H 9.9732 12.0331 10.2756
32 H 10.5205 11.8805 11.9067
33 H 9.6295 13.2831 11.4675
34 H 8.2703 9.0915 13.5736
35 H 8.5178 6.8708 12.0368
36 H 8.2832 6.1006 9.6171
37 H 10.7232 5.4257 8.5820
38 H 12.7517 6.6868 7.2160
39 H 13.0764 9.2128 6.4105
40 H 10.3519 10.3744 5.8542
41 H 11.4057 9.4420 4.7634
42 H 11.8653 11.0331 5.2015
43 H 11.4952 11.1844 8.1304
44 H 13.1213 11.3376 7.3442
45 H 12.8803 10.2488 8.7658
46 H 6.2856 5.7453 8.1898
47 H 4.6256 7.1300 6.4968
48 H 4.8456 9.6856 5.5035
49 H 6.3197 11.6146 7.3338
50 H 4.5844 11.2567 7.4129
51 H 5.3161 12.0503 6.0136
52 H 7.7044 10.5595 5.4024
53 H 6.5274 10.6543 4.1542
54 H 7.0601 9.0450 4.7360
55 Te 9.2002 12.3600 7.1126
56 C 8.3579 13.8391 8.3106
57 C 8.9179 14.5979 9.3495
58 C 8.1011 15.6698 9.7541
59 C 6.9117 15.7171 9.0678
60 S 6.8101 14.4442 7.9514
61 H 9.9338 14.5244 9.7314
62 H 8.3130 16.3362 10.5424
63 H 6.1272 16.4496 9.1266

Forces on the atoms, in the same order (eV/Å):
0.2883 0.7721 0.1355
-0.1622 -1.7158 -1.0977
0.6578 -1.0332 0.4231
0.9583 0.7882 -0.1555
-0.2160 -0.0589 0.4046
0.2960 1.0587 0.5665
-0.0955 0.9663 -1.0609
0.4873 -1.6772 0.3690
-0.2517 -0.6005 0.0649
0.0883 -0.4415 -0.5803
0.9820 1.0691 -0.3268
-0.8418 -0.6004 0.1398
0.7746 0.5037 -0.4595
-0.6083 -1.0631 0.4071
-0.3161 0.1133 0.3373
-0.5783 0.9538 0.0490
0.2889 -0.1081 0.3951
0.2647 1.4136 -1.4123
0.6381 1.4879 -0.3483
-1.9477 -0.2192 -0.8813
-0.6112 -0.0697 -0.4315
-0.1883 -0.4111 0.1009
-0.1328 0.0756 0.3145
-0.1113 -0.0317 -1.3710
-0.7352 -1.2215 0.7212
0.0313 0.1287 0.4189
0.1078 0.9879 0.4482
0.5488 0.4045 -0.1613
-0.2494 0.2180 0.4826
-0.3044 0.3598 0.1780
-0.6388 -0.0801 0.2210
-0.5858 -0.3290 0.1026
-0.1198 0.0211 -0.0489
-0.0517 0.1682 -0.5493
-0.2038 -0.3935 0.0344
0.2877 0.1284 0.4889
0.0702 0.0513 0.0943
-0.0974 -0.1488 0.1846
0.5010 -0.5003 0.0414
0.0057 -0.2024 -0.2829
-0.3396 -0.3786 -0.2334
0.1019 0.2709 0.2130
0.6238 -0.4560 -0.0520
-0.7317 -0.5282 0.9224
0.1095 -0.2362 0.1961
0.1111 -0.3899 0.1986
1.1028 0.3547 0.6327
0.0202 -0.1519 0.6938
0.5568 0.1801 0.6334
0.4173 0.1799 -0.1476
-0.2538 0.5493 -0.6907
0.3344 -0.1547 0.1803
-0.3382 -0.1155 -0.0484
0.3563 -0.0770 -0.4722
-0.1936 0.0066 0.3219
0.4506 0.8781 1.4242
0.4663 -0.3029 -1.1209
-1.1911 -0.5989 -0.7922
0.6082 -0.1935 0.1566
-0.4552 0.0922 -0.5543
-0.2718 -0.3553 -0.2231
0.4581 0.6930 0.6464
-0.1713 -0.0308 0.1594

Computed properties:
HOMO energy (spin up / spin down)	-0.4218 / -0.4225	hartree
spin multiplicity	5
energy above the lowest of the compared OMol25 structures with the same formula, charge and spin	0.000	eV
electronic energy	-88685.399	eV
<S²>	6.0110
gap between HOMO and LUMO (spin up / spin down)	9.459 / 5.643	eV
net charge	+1

# 2
A molecular structure, C22H31Br3N6O9, computed with ωB97M-V/def2-TZVPD.

Geometry (Å):
1 C 0.3644 0.1296 -2.3946
2 Br 0.2093 -1.8412 -1.9531
3 Br -0.8667 0.4725 -3.8671
4 Br 2.3186 0.3056 -2.9907
5 H 0.1179 0.6540 -1.4714
6 C 9.3729 -1.8698 1.2935
7 C 8.0633 -1.3477 1.3631
8 C 7.1601 -1.9451 2.2873
9 C 7.4012 -3.0886 2.8728
10 C 8.5725 -3.7813 2.6477
11 C 9.5581 -3.1588 1.8800
12 O 10.6921 -3.9194 1.5502
13 O 5.9996 -1.3270 2.4512
14 H 10.2179 -1.4897 0.7387
15 H 7.7827 -0.3972 0.9338
16 H 6.5723 -3.3835 3.4993
17 H 8.7408 -4.7376 3.1204
18 H 11.0793 -3.6119 0.7274
19 H 5.2342 -1.8985 2.5465
20 C -4.2572 0.0752 7.3144
21 C -5.5546 -0.1596 7.8382
22 C -6.1038 -1.4445 8.0820
23 C -5.2425 -2.4857 7.7511
24 C -3.9706 -2.2210 7.1760
25 C -3.4106 -0.9292 7.0636
26 O -2.2893 -0.6876 6.3542
27 O -7.2861 -1.7723 8.6965
28 H -3.8360 1.0622 7.1924
29 H -6.1787 0.6960 8.0502
30 H -5.6300 -3.4899 7.8403
31 H -3.3152 -3.0377 6.9118
32 H -2.4683 -0.1373 5.5882
33 H -7.8204 -0.9800 8.6059
34 C -8.3752 2.5268 -0.8954
35 C -7.1684 2.3978 -0.2520
36 C -6.1778 3.3904 -0.1674
37 C -6.5262 4.6160 -0.8158
38 C -7.6569 4.7041 -1.6197
39 C -8.5784 3.6692 -1.6563
40 O -9.7252 3.7119 -2.4168
41 O -4.9815 3.1647 0.4536
42 H -9.0507 1.6853 -0.8500
43 H -6.9603 1.4939 0.3012
44 H -5.7943 5.3943 -0.6573
45 H -7.8442 5.5973 -2.1972
46 H -9.5898 4.4790 -2.9780
47 H -4.2356 3.7388 0.2643
48 C 6.8092 -5.3502 -4.8223
49 O 6.8247 -4.6812 -5.8120
50 N 5.6891 -5.8415 -4.2254
51 N 7.8491 -5.8308 -4.1810
52 H 5.7760 -6.6829 -3.6735
53 H 4.8015 -5.6446 -4.6654
54 H 8.7497 -5.6961 -4.6179
55 H 7.6979 -6.2973 -3.2980
56 C 1.4552 6.9419 2.6395
57 O 0.6394 6.5393 1.8690
58 N 2.4930 6.1997 2.9130
59 N 1.3034 7.8955 3.4850
60 H 2.8080 5.5034 2.2527
61 H 3.1315 6.4628 3.6499
62 H 0.4267 8.3896 3.3998
63 H 2.1304 8.2352 3.9549
64 C -2.5429 -1.2141 -11.5271
65 O -3.5767 -1.0529 -10.8339
66 N -1.3180 -0.7929 -11.2508
67 N -2.5882 -1.6258 -12.7273
68 H -1.2104 -0.1420 -10.4861
69 H -0.6180 -0.7676 -11.9784
70 H -1.7722 -1.4531 -13.2969
71 H -3.5214 -1.9173 -12.9808

Forces on the atoms, in the same order (eV/Å):
0.9649 -2.0323 -1.0113
-0.0825 1.2072 0.0116
0.6198 0.2402 0.8246
-1.7941 0.3797 0.6576
0.2914 0.2038 -0.4794
-1.5914 -1.7249 0.5621
1.3891 -0.0806 1.5011
0.9605 2.6340 -3.4920
0.1575 -2.5488 1.6624
1.0242 0.3268 -0.0023
0.2710 -0.2837 -0.9769
-0.5609 0.3673 0.7870
-2.0275 1.9021 0.1166
-0.2634 0.4391 -0.2429
0.0523 -0.0082 -0.1884
0.2814 -0.8486 0.3794
0.1601 -0.1023 -0.2144
-0.0883 0.2144 0.0079
0.2304 -0.2857 0.0929
-2.0579 1.2884 1.6590
-0.6389 0.0039 0.2047
2.4676 0.3819 -0.2837
1.0723 0.2984 -0.9367
0.0961 -0.4594 1.1675
-2.0058 -2.2190 -1.4330
1.8243 -0.5248 -0.0385
0.3991 0.9169 -0.7121
-0.5417 0.4384 -0.0406
-0.0332 0.2700 0.0812
0.2778 -0.2132 0.0407
-0.1569 -0.2909 -0.1552
-0.1636 0.0764 0.1329
-0.5403 0.0348 0.3093
0.6659 0.2931 -0.2439
1.5399 -0.3606 1.5007
-1.5023 1.5939 -1.8314
1.2812 -1.6850 0.8272
0.0429 0.0840 0.4049
-0.5357 -0.6863 0.1825
0.5819 0.4359 0.0433
-0.5171 -0.9003 0.6689
-0.2721 0.2182 -0.2487
-0.0359 -0.2848 -0.0230
-0.1815 0.5287 -0.4989
-0.0160 0.2061 0.0088
-0.5137 0.1243 -0.3356
-0.5223 0.4374 -0.4474
-1.7528 -1.0404 -0.0092
0.1134 1.3134 -1.3404
-1.9410 0.0769 0.3309
3.0756 -0.5151 0.9266
-0.3638 0.2604 -0.2691
0.2205 -0.1378 0.1335
-0.0548 -0.1356 0.5694
0.7035 0.1847 -0.3375
-0.6741 -2.8390 -0.5289
-2.4255 0.0571 -2.6800
4.4813 -2.1961 0.5361
-0.9265 4.1087 2.3658
-0.2305 0.2155 0.1834
0.0159 -0.2502 -0.3144
0.4851 0.4012 0.3462
-0.7372 0.4900 0.0865
-2.9174 2.6858 3.6856
1.9034 -0.6713 -0.2579
2.5763 1.2729 2.2694
-1.0580 -2.4560 -4.4853
0.0786 -0.2585 -0.1180
-0.1143 0.0628 0.4610
-0.9517 -0.5857 -0.6154
0.4849 -0.0499 -0.9368

Computed properties:
HOMO energy	-0.2930	hartree
energy above the lowest of the compared OMol25 structures with the same formula, charge and spin	4.289	eV
electronic energy	-260810.213	eV
gap between HOMO and LUMO	7.607	eV
net charge	0

# 3
A molecular structure, C22H31BrInN2O2S2, computed with ωB97M-V/def2-TZVPD.

Geometry (Å):
1 N 3.4872 -4.6728 2.9500
2 C 3.5958 -4.5157 1.4832
3 C 2.2336 -4.1667 0.8560
4 In 2.4977 -2.9685 -0.9982
5 Br 3.7519 -4.6007 -2.6776
6 C 3.8708 -1.2357 -0.7496
7 C 3.4270 -0.0179 0.0704
8 C 2.4187 0.9196 -0.5828
9 S 0.7036 0.3854 -0.7075
10 C 0.0453 0.4296 0.8950
11 S 0.8853 0.7304 2.2670
12 N -1.3563 0.2387 0.8481
13 C -1.7596 -1.0377 0.2943
14 C -2.8456 -1.0531 -0.5804
15 C -3.3087 -2.2497 -1.1052
16 C -2.6786 -3.4424 -0.7751
17 C -1.5774 -3.4193 0.0785
18 C -1.1230 -2.2256 0.6153
19 C -2.0744 0.6039 2.0483
20 C -2.4344 1.9444 2.1764
21 C -3.1128 2.3934 3.3022
22 C -3.4541 1.4889 4.2978
23 C -3.1134 0.1434 4.1624
24 C -2.4244 -0.2993 3.0392
25 H 2.5319 -4.8775 3.2036
26 H 4.0540 -5.4389 3.2879
27 H 3.9453 -5.4508 1.0517
28 H 4.2919 -3.7130 1.2568
29 H 1.7438 -5.0977 0.5682
30 H 1.6064 -3.6739 1.5998
31 H 0.9696 -2.6119 -1.8177
32 H 4.7455 -1.6316 -0.2345
33 H 4.2139 -0.9475 -1.7432
34 H 3.1062 -0.3075 1.0619
35 H 4.3205 0.5979 0.2264
36 H 2.7295 1.0411 -1.6192
37 H 2.4700 1.9043 -0.1231
38 H -3.3257 -0.1230 -0.8443
39 H -4.1598 -2.2287 -1.7686
40 H -3.0051 -4.3832 -1.1845
41 H -1.0701 -4.3445 0.2959
42 H -0.2627 -2.2038 1.2685
43 H -2.1787 2.6440 1.3953
44 H -3.3668 3.4358 3.3918
45 H -3.9853 1.8053 5.1835
46 H -3.3854 -0.5623 4.9294
47 H -2.1621 -1.3405 2.9466
48 O -2.4532 6.4554 -2.0804
49 C -1.8190 5.5828 -2.6092
50 O -1.0229 4.8068 -1.8571
51 C -0.3714 3.6331 -2.3656
52 C 0.9568 3.9682 -3.0115
53 C -1.8443 5.3825 -4.1082
54 H -1.0305 3.0833 -3.0379
55 H -0.2008 2.9953 -1.5021
56 H 0.8330 4.6141 -3.8821
57 H 1.4615 3.0557 -3.3298
58 H 1.5967 4.4931 -2.3020
59 H -1.0878 6.0234 -4.5587
60 H -2.8223 5.6865 -4.4725
61 H -1.6769 4.3553 -4.4226

Forces on the atoms, in the same order (eV/Å):
0.1873 0.1625 0.1566
-0.9216 0.0455 0.2015
0.6130 -0.2764 -0.3270
-0.4227 0.1880 0.0196
0.0302 0.0692 0.1350
-0.3966 -0.2808 0.1913
0.5163 -0.1783 -0.3343
0.4537 -0.2255 0.3192
-0.1236 -0.1693 -0.4369
-0.0486 0.5296 0.1748
-0.0948 0.2236 -0.0048
0.4938 -0.9060 0.6535
-0.6092 0.1671 -0.6730
0.1215 -0.0791 0.1856
0.0866 0.0450 0.1477
0.3642 0.2937 0.2904
-0.3439 -0.0271 -0.2981
0.0871 0.1137 0.0477
-0.1527 0.6006 -0.1988
-0.0660 -0.0699 0.2086
0.1622 -0.4296 -0.1133
0.0863 -0.4023 0.0309
0.0157 0.4192 -0.3093
-0.0801 0.0630 0.0904
-0.1149 -0.0710 -0.0560
0.0655 -0.0081 0.0033
0.2679 0.0687 -0.3595
0.4076 -0.0394 0.1482
-0.2453 -0.0528 0.0538
-0.0646 0.2555 0.0214
0.1425 -0.0847 -0.0202
0.1474 -0.1884 -0.0366
0.0319 0.1694 -0.1211
-0.1873 -0.0778 0.1615
-0.0145 0.2342 0.1141
-0.2160 0.0193 -0.2696
-0.2799 0.0747 0.1760
-0.0142 0.1418 0.0246
-0.0695 -0.0980 -0.1147
-0.1270 -0.1231 -0.1139
0.1814 -0.0685 0.1233
0.1278 -0.0704 0.0545
0.1174 -0.0024 -0.1429
-0.0777 0.1797 0.0206
-0.0487 0.1236 0.0435
-0.0291 -0.1090 0.1429
0.0639 -0.1286 -0.0568
-0.0053 0.0381 0.0425
0.0627 0.0542 -0.1483
-0.1214 -0.0829 0.1701
0.2625 -0.0604 -0.0761
-0.0248 0.1321 -0.0679
-0.2571 -0.2384 -0.0306
-0.0148 0.0286 0.0107
-0.1119 0.0480 0.0930
-0.0143 -0.0554 -0.0379
-0.0072 -0.0183 0.0251
0.0050 -0.0548 0.0368
0.0351 -0.0082 -0.0066
0.0370 0.1422 0.0436
0.1316 0.0539 -0.0078

Computed properties:
HOMO energy	-0.1859	hartree
electronic energy	-127280.596	eV
gap between HOMO and LUMO	7.308	eV
net charge	-1